Density functional theory data (ωB97M-V/def2-TZVPD) for a structure of composition C7H13PS in a non-equilibrium geometry.

Geometry as XYZ:
```
22
Properties=species:S:1:pos:R:3:forces:R:3
C 0.205 1.706 -0.641 0.348 -1.929 1.054
C -0.753 1.282 0.214 0.487 3.000 0.121
C 1.050 0.611 -1.180 1.076 -0.881 -1.736
C 0.225 -0.700 -1.299 -0.721 0.794 0.529
C -1.370 2.351 1.159 -3.054 -5.405 -1.407
C 1.079 -2.024 -1.378 -0.377 2.763 -3.073
C 0.184 -1.392 2.027 -4.994 4.266 -0.300
P -0.992 -0.517 0.210 1.653 -0.296 1.080
S -2.871 -1.017 0.002 0.593 -0.184 0.134
H 0.657 2.665 -0.849 -0.820 0.633 0.479
H 1.501 0.944 -2.169 -0.492 -0.716 0.873
H 1.932 0.391 -0.531 -0.528 0.383 -0.222
H -0.598 -0.488 -2.078 1.516 -0.940 0.590
H -1.020 3.264 0.985 1.294 3.765 -0.832
H -1.148 2.013 2.104 1.034 -0.421 2.562
H -2.480 2.263 1.215 0.568 0.475 -0.639
H 2.151 -1.995 -1.260 0.338 0.930 0.234
H 0.940 -2.481 -2.354 -0.176 -0.130 -0.128
H 0.737 -2.656 -0.690 -1.434 -2.820 2.731
H 0.959 -0.718 1.994 2.241 0.761 -0.045
H -0.520 -1.195 2.883 0.777 -0.380 -0.959
H 0.135 -2.307 1.636 0.672 -3.668 -1.045
```
Positions in Å, forces in eV/Å.

Values from the calculation:
HOMO energy   -8.248 eV
E_LUMO   0.412 eV
Energy above the lowest of the compared OMol25 structures with the same formula, charge and spin   2.348 eV
E_tot   -1013.9691 a.u.